1.
{"formula": "C3H6N2O2", "method": "wB97M-V/def2-TZVPD", "lumo_ev": 0.64, "smiles": "[H]/N=C/O/C=C(\\[NH3+])[O-]", "total_charge": 0, "e_homo_ha": -0.2743, "multiplicity": 1, "orbital_gap_ha": 0.29779, "symbols": ["H", "C", "C", "H", "H", "N", "H", "H", "O", "N", "C", "O", "H"], "xyz": [[0.47157, 1.16707, -0.87407], [-0.41574, 0.72722, 1.09511], [-0.04898, -0.58217, 1.28243], [-0.40611, -1.14654, 2.12310], [1.47553, 0.76382, 0.45947], [0.71643, 1.35041, 0.10614], [-1.08721, -0.59868, -2.39280], [0.84653, 2.34176, 0.30489], [-1.16998, 1.54055, 1.58403], [-0.69813, -0.38161, -1.47857], [-0.13155, -1.40087, -0.96894], [0.43967, -1.42217, 0.23836], [0.00796, -2.35880, -1.47916]], "mulliken_charge": [0.283, 0.614, -0.668, 0.404, 0.377, -0.428, 0.213, 0.311, -0.626, -0.639, 0.178, -0.432, 0.414]}

2.
{"formula": "C4H12", "method": "wB97M-V/def2-TZVPD", "lumo_ev": 1.12, "smiles": "CC.CC", "total_charge": 0, "e_homo_ha": -0.4235, "multiplicity": 1, "orbital_gap_ha": 0.46482, "symbols": ["H", "C", "H", "H", "C", "H", "H", "H", "H", "C", "H", "H", "C", "H", "H", "H"], "xyz": [[-2.30861, 0.52183, -1.98607], [2.09642, -1.79961, 0.36724], [2.87120, 0.22893, 0.33334], [1.53883, -2.43043, 1.06166], [-2.04957, 0.36776, -0.93955], [1.07094, 0.18207, 0.49856], [-2.58510, 2.50632, -0.67756], [-0.98954, 2.03426, -0.07253], [-1.09617, -0.14809, -0.86212], [2.01669, -0.30685, 0.73967], [-2.79750, -0.29783, -0.50328], [3.11949, -2.06874, 0.13025], [-2.02388, 1.70793, -0.18423], [-2.43196, 1.63511, 0.83080], [1.53492, -1.94408, -0.56863], [2.03385, -0.18858, 1.83249]], "mulliken_charge": [0.254, -0.835, 0.278, 0.277, -0.502, -0.045, 0.323, 0.241, 0.029, -0.471, 0.250, 0.305, -0.848, 0.248, 0.242, 0.256]}

3.
{"formula": "C5H10O2", "method": "wB97M-V/def2-TZVPD", "lumo_ev": [0.80, 0.82], "total_charge": 0, "e_homo_ha": [-0.2665, -0.2677], "multiplicity": 1, "orbital_gap_ha": [0.29590, 0.29781], "symbols": ["H", "H", "C", "O", "H", "H", "C", "H", "H", "C", "O", "H", "C", "H", "H", "C", "H"], "xyz": [[1.84529, -0.50386, -1.03461], [0.27332, -1.62532, -0.65382], [-0.94584, 1.31239, 0.31016], [0.01700, -1.98486, 0.20521], [0.36076, 0.57025, -1.14553], [-1.38114, 2.26750, 0.06483], [-0.39134, -0.91111, 1.04095], [1.93437, 1.14167, -1.68036], [-2.38652, -0.00610, 1.18712], [0.63376, 0.15099, 1.33005], [0.21243, 1.32820, 0.93162], [1.07590, -0.13370, -2.60740], [-1.55854, -0.04115, 0.46933], [-1.94873, -0.48025, -0.45847], [-0.69496, -1.42208, 1.95836], [1.30691, 0.24971, -1.61272], [1.64734, 0.08772, 1.69528]], "mulliken_charge": [0.311, 0.358, -0.411, -0.573, 0.273, 0.394, 0.046, 0.303, 0.293, -0.437, -0.285, 0.347, -0.504, 0.259, 0.377, -1.169, 0.418]}

4.
{"formula": "C4H49N2O21P", "method": "wB97M-V/def2-TZVPD", "lumo_ev": -0.67, "total_charge": 0, "e_homo_ha": -0.3272, "multiplicity": 1, "orbital_gap_ha": 0.30250, "symbols": ["H", "H", "H", "C", "H", "H", "H", "O", "H", "H", "H", "H", "O", "H", "C", "H", "H", "H", "H", "O", "H", "H", "O", "H", "O", "H", "H", "H", "H", "H", "P", "O", "H", "H", "H", "O", "H", "O", "O", "H", "O", "H", "O", "H", "O", "H", "H", "H", "H", "H", "H", "H", "O", "O", "H", "H", "H", "H", "O", "H", "O", "H", "O", "N", "O", "C", "H", "H", "H", "H", "C", "O", "O", "H", "H", "N", "O"], "xyz": [[-2.89555, -1.51111, -0.07651], [-1.33021, -0.03013, 1.59317], [2.10271, 1.15864, -8.84636], [-1.60989, -1.08091, 1.67140], [-6.03100, -6.36183, -4.70036], [-1.04978, -1.63684, -0.90099], [-2.07703, 3.05665, 6.01400], [3.67517, 1.34527, -2.46947], [-4.40191, -5.19294, -5.74026], [-4.00191, -4.08781, -1.93384], [3.99126, -0.15705, 2.93617], [4.07131, 0.57873, -2.89337], [2.86462, 2.76293, 8.08549], [2.17812, 3.00317, 8.71581], [-0.21137, -2.02288, -0.32176], [1.72576, 1.02013, -0.11802], [-3.55903, -0.39004, 1.08753], [-0.96317, -5.41215, -1.56155], [1.48736, 6.93080, -5.11530], [-4.18679, -4.92991, -1.50614], [2.69982, 0.39428, 3.53719], [-3.25573, -4.62437, 0.87579], [1.97821, 6.68347, 4.74226], [3.01317, -3.70978, 1.92657], [-1.41202, 2.89120, 5.33872], [3.12653, 1.87283, 8.34087], [2.40121, 1.13614, 5.47593], [-0.73639, 4.54068, -4.72648], [-2.29331, -5.23675, -0.84568], [-0.06083, -3.04736, -0.63250], [0.59831, 0.43296, -0.72104], [-6.12549, -5.92366, -3.84527], [1.29968, 6.28746, 4.18136], [0.27767, 3.76631, 4.52087], [-1.75624, -1.28594, 2.73801], [0.80420, 6.96487, -5.79118], [2.75452, 1.09623, -2.31251], [5.43727, 2.11305, 1.70202], [0.74809, 0.90898, -2.36007], [2.33903, 0.70749, -7.41577], [3.62434, 0.62260, 3.37040], [-0.98621, 4.52927, -3.22879], [1.58571, 1.47171, 5.86376], [-3.62236, -6.18409, -6.59752], [-4.44151, -6.08381, -6.10340], [-4.80850, -5.37110, -2.09843], [-3.55313, -2.08632, 1.48316], [1.82130, 2.36132, 6.15541], [4.98724, 2.37735, 0.89357], [-0.53803, -2.99154, 1.59240], [0.45849, -1.56100, 1.63803], [2.31329, 7.43875, 4.25118], [1.25942, 1.83499, 2.16952], [2.65484, -3.04849, 1.32618], [4.73769, 1.88002, 2.32844], [0.01881, 6.62892, -5.34604], [-0.51356, 4.39936, 3.39747], [1.75570, -1.40857, -0.10827], [-1.46012, -4.78127, -1.03181], [-1.07614, 2.00622, 5.53026], [-0.93628, 5.12244, -3.98423], [-6.87562, -5.32957, -3.94671], [0.74712, -0.23643, -5.84880], [0.98376, -1.22403, -0.74183], [-2.98202, -4.82088, 1.77796], [-2.96857, -1.30612, 0.99276], [0.92419, 2.72987, 2.32522], [-2.33404, -4.13836, 1.97751], [2.69391, -3.46467, 0.45802], [1.44052, -0.79604, -5.48377], [-0.45367, -1.97490, 1.19999], [-1.38869, 1.51214, -2.39386], [0.39014, 4.27138, 3.70438], [2.21433, 1.95120, 2.10873], [0.30850, 0.12842, -5.07355], [-0.40225, 1.54343, -2.99351], [2.80505, 0.98699, -8.21258]], "mulliken_charge": [0.139, 0.226, 0.313, -0.360, 0.338, 0.407, 0.283, -0.629, 0.326, 0.300, 0.322, 0.294, -0.649, 0.320, -0.806, -0.102, 0.372, 0.215, 0.322, -0.626, 0.306, 0.300, -0.617, 0.270, -0.620, 0.323, 0.266, 0.339, 0.309, 0.070, 0.339, -0.625, 0.330, 0.355, 0.358, -0.645, 0.402, -0.648, -0.323, 0.340, -0.656, 0.296, -0.603, 0.303, -0.634, 0.294, 0.340, 0.344, 0.309, 0.307, -0.027, 0.304, -0.514, -0.589, 0.343, 0.325, 0.289, 0.343, -0.510, 0.316, -0.634, 0.299, -0.639, -0.317, -0.640, -1.065, 0.292, 0.306, 0.300, 0.322, 0.121, -0.310, -0.675, 0.280, 0.325, 0.264, -0.645]}

5.
{"formula": "C37H61ClN3O6P2S2SiTl", "method": "wB97M-V/def2-TZVPD", "lumo_ev": 3.56, "total_charge": -2, "e_homo_ha": -0.0910, "multiplicity": 1, "orbital_gap_ha": 0.22167, "symbols": ["H", "H", "N", "C", "H", "H", "H", "H", "C", "C", "Tl", "C", "C", "H", "C", "H", "H", "H", "H", "H", "H", "H", "H", "H", "H", "O", "H", "C", "H", "H", "C", "H", "H", "C", "H", "H", "H", "H", "O", "C", "H", "H", "H", "H", "C", "H", "H", "S", "C", "H", "H", "H", "H", "O", "C", "C", "Cl", "P", "C", "C", "C", "H", "H", "C", "C", "H", "C", "H", "S", "C", "H", "C", "H", "N", "H", "C", "C", "H", "C", "H", "H", "H", "N", "C", "C", "Si", "H", "C", "P", "C", "C", "O", "H", "H", "H", "C", "H", "C", "C", "H", "H", "H", "H", "C", "C", "H", "C", "H", "C", "H", "O", "O", "H", "H"], "xyz": [[-0.48133, -4.38722, 0.16665], [0.64652, 0.91110, 2.78970], [2.42434, 2.63946, -1.39927], [-3.22559, -6.70811, -2.15212], [-3.72951, 2.94736, 0.40903], [3.37451, -4.51397, 3.88135], [2.34057, -5.62270, -3.45746], [-1.02788, -2.02715, 3.61332], [3.79134, 2.10818, 3.30121], [-3.37597, 8.24767, 4.10401], [0.48922, -0.98137, -1.34220], [4.54037, 1.16667, 2.62770], [-3.43749, 3.93665, 0.75320], [-4.31339, 4.49411, 0.69632], [2.56288, -3.04956, 0.35415], [-2.87677, 8.92261, 4.84776], [-2.23746, 1.63610, 1.57417], [3.51168, 0.87641, -1.49857], [2.48921, 4.51217, -2.62230], [-1.00905, 2.87794, 1.39281], [-4.16181, -3.36522, 1.41817], [5.12650, -2.80166, -1.94404], [0.47014, -3.72652, 1.49248], [-1.51597, -5.57686, -1.48816], [4.39346, 3.01453, 3.60319], [-2.20669, -2.25170, -3.52949], [1.23968, 4.22358, -1.45744], [-0.83958, 2.50682, -1.86232], [3.58449, -5.88488, 1.85802], [3.38740, 2.38089, 0.39138], [-0.52804, -4.08511, 1.22538], [2.76228, -1.39331, -3.79888], [-1.45747, 3.47665, -2.12390], [2.52846, 0.02130, 2.01858], [-5.47814, -5.63127, -4.34519], [4.43403, -0.71936, 1.45366], [2.96559, -2.82833, -4.73327], [4.82596, -4.48522, -1.52445], [1.79520, -0.98090, 1.41731], [-3.25558, -3.90439, 1.18129], [2.59010, 3.84196, 0.30987], [0.32588, 3.92808, -3.77147], [1.56562, 2.73247, -4.15098], [-3.76317, 3.24279, 2.70968], [-2.44820, -5.55070, -2.09422], [1.80732, 2.82006, 3.82745], [-0.27768, 2.79989, -0.95376], [0.00633, 4.76328, 4.32331], [-1.83287, 2.54113, 2.07594], [-3.19223, -4.80661, 1.79677], [4.16646, 3.73006, -0.52862], [-1.51584, 1.70393, -1.55134], [0.14709, 1.08297, -4.82079], [-1.68338, -1.57588, 0.72316], [3.16171, 1.69558, -2.18081], [-0.58233, 1.43545, -4.02955], [-5.25052, -8.13028, -3.24351], [-1.05752, 5.51708, 2.82069], [-1.79266, -2.68383, 3.25807], [2.38495, 2.07174, 3.32891], [-2.93440, 3.61775, 2.11291], [-4.19935, -3.39159, -4.12233], [-3.44765, -4.29054, 0.21264], [-3.65395, 7.14241, 1.86440], [-2.78617, -4.36479, -2.71549], [-3.14167, 6.72679, 1.05540], [2.69256, -2.79215, 2.79316], [5.63258, 1.10871, 2.56878], [-0.19109, 5.40826, 1.06249], [3.14331, -4.15447, 2.91647], [4.11338, 2.00763, -2.71179], [-2.66256, 7.82164, 2.82327], [2.16612, -5.72817, -1.72168], [2.26310, -2.49878, -0.83058], [-1.44090, 2.30856, 3.02579], [4.57907, -3.70191, -2.28766], [1.90677, -5.07154, -2.59750], [2.65316, -2.13661, 3.64861], [-4.69625, -5.47407, -3.65584], [-4.18596, 6.33741, 2.40362], [2.43212, 1.15172, -2.74681], [-4.32350, 8.75999, 3.93059], [0.03327, 2.08945, -2.89880], [3.31752, -4.85047, 1.77913], [2.40485, -2.39514, -3.92214], [2.71346, -3.33150, -2.33272], [-2.23810, 8.70520, 2.35188], [3.00965, -4.34996, 0.52824], [-1.81692, -2.89470, 1.46764], [0.95927, 3.11619, -3.32234], [2.37654, -2.26408, 1.54738], [-2.51155, 4.82280, 2.79637], [-2.62938, 4.32001, 0.19477], [4.84115, -4.02782, -3.25617], [-2.97847, -7.55917, -1.55680], [3.23511, 3.18135, -0.26910], [-1.27191, 0.69931, -3.65893], [1.76040, 0.99218, 2.74110], [-3.84895, -4.33015, -3.59384], [3.09371, -5.05716, -0.26617], [0.84262, -4.98307, -2.74569], [-0.80951, -4.91750, 1.85306], [-4.41645, 7.85761, 1.56149], [-4.31710, -6.64973, -2.98446], [1.82364, 3.68936, -2.16094], [-2.71199, -2.17486, 3.51820], [3.90539, 0.11960, 1.95096], [-1.76579, -3.59607, 3.84140], [-1.93389, -3.16267, -2.70908], [-1.28229, 2.22679, -4.57810], [-1.60262, 6.98879, 3.21803], [-1.01008, -3.10834, -1.82303], [1.30442, -2.39544, -4.07308], [-3.67996, 7.31835, 4.63266]], "mulliken_charge": [-0.457, 0.108, 1.248, -0.956, 0.533, 0.436, 0.421, 0.298, -0.639, -1.335, 0.691, -0.572, -1.403, 0.407, 1.160, 0.294, 0.424, 0.191, 0.308, -0.008, 0.400, 0.246, -0.254, 0.094, 0.238, -0.769, 0.209, -1.239, 0.364, -0.140, -0.016, 0.178, 0.071, -0.143, 0.390, 0.332, 0.470, 0.293, 0.450, -1.310, 0.219, 0.487, 0.435, 0.168, 0.533, 0.234, 0.074, -0.604, -0.965, 0.348, 0.263, 0.485, 0.159, -0.519, -0.993, -1.262, -0.263, 0.712, -1.373, 0.038, 0.427, 0.313, 0.251, -1.244, 0.508, 0.295, -0.113, 0.302, -0.562, -1.198, 0.146, 0.664, 0.304, 0.211, 0.408, -1.232, -0.798, 0.442, -0.802, 0.182, 0.191, 0.372, 1.581, -1.153, -1.099, 0.440, 0.187, -0.238, 1.302, -1.466, -0.792, -0.493, 0.113, 0.438, 0.439, -0.472, 0.445, -0.420, -0.425, 0.226, -0.073, 0.640, 0.518, 0.485, -0.821, 0.449, -0.024, 0.351, -0.297, 0.246, -0.340, -0.548, 0.249, 0.300]}